A cluster of 15 separate species, C62H112BrCl2N20O6 in total at a distorted geometry. Source: the Open Molecules 2025 dataset; level of theory: the ωB97M-V functional and the def2-TZVPD basis.

Cartesian coordinates (Å):
C  16.3181  6.8631  -1.7893
C  17.1036  5.6780  -2.1674
N  18.6714  5.9600  -2.8844
C  19.6646  5.2393  -2.4909
C  20.8457  5.7180  -3.4133
N  20.3014  6.4277  -4.3566
C  19.0290  6.7354  -3.9282
C  21.0123  7.2293  -5.5043
H  15.8041  7.3079  -2.7028
H  16.8531  7.4887  -0.9681
H  15.4744  6.3401  -1.2784
H  16.6895  5.0961  -2.9478
H  17.3574  5.1519  -1.2682
H  19.5577  4.4229  -1.9546
H  21.8091  5.4921  -3.2704
H  18.3505  7.3907  -4.3523
H  20.2700  7.9084  -5.8573
H  21.3023  6.5091  -6.2571
H  21.8124  7.8001  -5.0614
C  -3.3017  0.7839  0.6811
C  -3.1658  0.3677  -0.7459
N  -1.8293  -0.2308  -0.9351
C  -1.4960  -1.5300  -1.2148
C  -0.1632  -1.6442  -1.1687
N  0.2916  -0.4001  -0.8374
C  -0.7364  0.4189  -0.6473
C  1.6767  -0.0974  -0.6113
H  -3.2246  -0.0659  1.3727
H  -4.2216  1.3310  0.8750
H  -2.5100  1.4635  0.9510
H  -3.3951  1.2433  -1.3580
H  -3.8769  -0.4171  -0.9636
H  -2.1804  -2.3241  -1.4157
H  0.6240  -2.5114  -1.2344
H  -0.5511  1.4774  -0.4164
H  1.7695  0.2668  0.4147
H  2.0353  0.6214  -1.3107
H  2.2840  -0.9437  -0.7051
C  -3.9642  2.2633  -6.8091
C  -5.1065  1.6813  -7.6196
N  -6.0747  0.9614  -6.7985
C  -6.8266  1.4571  -5.7831
C  -7.5339  0.3860  -5.2943
N  -7.2469  -0.6891  -6.1113
C  -6.3090  -0.3414  -6.9594
C  -7.8790  -2.0124  -6.0531
H  -3.0532  2.3884  -7.3724
H  -3.7985  1.5712  -5.9495
H  -4.2289  3.2307  -6.4065
H  -4.6725  1.0629  -8.4110
H  -5.7052  2.4485  -8.1684
H  -6.7414  2.4925  -5.6046
H  -8.2744  0.3718  -4.4894
H  -5.7762  -1.0277  -7.5840
H  -7.3830  -2.6354  -5.3065
H  -7.9638  -2.5057  -7.0245
H  -8.9053  -1.8539  -5.6356
C  -10.8801  -2.2846  5.8546
C  -9.9181  -2.9663  6.7896
N  -10.0836  -4.4587  6.8531
C  -9.5113  -5.3473  6.0063
C  -10.1961  -6.4944  6.1309
N  -11.1866  -6.3515  7.0342
C  -11.0653  -5.0701  7.5107
C  -12.2090  -7.3333  7.3094
H  -10.4976  -2.3787  4.8581
H  -10.9353  -1.2296  6.1638
H  -11.9373  -2.6288  5.9924
H  -10.0972  -2.6172  7.7883
H  -8.9292  -2.8281  6.4816
H  -8.6934  -5.0440  5.3376
H  -10.0222  -7.3603  5.5923
H  -11.8358  -4.6708  8.1382
H  -11.7443  -8.3270  7.3847
H  -13.0044  -7.2869  6.5686
H  -12.5646  -7.1707  8.3175
C  -5.0556  -3.8889  1.3011
C  -6.3607  -4.3504  0.7815
N  -6.2797  -5.4437  -0.2561
C  -5.8168  -5.3789  -1.5440
C  -5.7940  -6.6515  -2.0126
N  -6.1821  -7.4952  -0.9959
C  -6.4716  -6.6902  0.0359
C  -6.2245  -8.9639  -1.1226
H  -5.2037  -3.1547  2.0741
H  -4.3960  -3.4249  0.5777
H  -4.3841  -4.7101  1.7118
H  -6.8278  -3.4898  0.3054
H  -7.0081  -4.7525  1.5598
H  -5.6675  -4.4309  -2.0281
H  -5.6684  -6.9516  -3.0406
H  -6.7241  -6.9591  1.0311
H  -6.0032  -9.2146  -2.1758
H  -7.2051  -9.3415  -0.7945
H  -5.4415  -9.4362  -0.4457
C  5.0286  3.7607  -9.2055
C  3.7718  4.5231  -9.5188
N  3.3872  5.3716  -8.3976
C  3.9179  6.6324  -8.1759
C  3.2799  7.1587  -7.1538
N  2.4792  6.1841  -6.6353
C  2.5422  5.0840  -7.4423
C  1.4211  6.3500  -5.5406
H  5.2787  3.1118  -10.0465
H  5.0291  3.1796  -8.2692
H  5.8582  4.4372  -9.0739
H  2.9192  3.9014  -9.7704
H  3.8631  5.2541  -10.3126
H  4.5441  7.1234  -8.9058
H  3.2784  8.2074  -6.8449
H  2.0455  4.1223  -7.3398
H  0.7942  7.1593  -5.8646
H  1.9416  6.6916  -4.5882
H  0.8479  5.4055  -5.4819
C  5.5471  -6.5350  2.3737
C  5.9039  -5.3679  3.3317
N  4.7500  -5.0967  4.1914
C  4.6331  -5.0281  5.5736
C  3.3151  -4.8471  5.8263
N  2.6466  -4.7514  4.6181
C  3.5575  -4.9233  3.6958
C  1.2810  -4.3249  4.2652
H  5.1245  -7.3411  2.9946
H  6.5144  -6.8283  1.9602
H  4.7694  -6.3794  1.6264
H  6.2662  -4.4171  2.8767
H  6.6917  -5.7044  4.0003
H  5.4795  -5.1805  6.2524
H  2.8263  -4.5478  6.7827
H  3.3120  -4.7546  2.6129
H  1.3494  -3.7709  3.3505
H  0.8650  -3.6487  5.0166
H  0.6595  -5.2289  4.1455
C  -4.8902  -0.0160  9.4215
C  -3.6100  -0.4562  8.6997
N  -3.8880  -1.0403  7.3982
C  -4.6144  -2.1669  7.1036
C  -4.8687  -2.1432  5.8158
N  -4.3271  -0.9289  5.2880
C  -3.7800  -0.2635  6.3058
C  -4.4373  -0.3611  3.9543
H  -5.6040  0.4725  8.7995
H  -4.8062  0.6552  10.2650
H  -5.4309  -0.8151  9.8951
H  -3.0291  -1.1205  9.3400
H  -2.9580  0.3877  8.4940
H  -4.7275  -2.8423  7.8946
H  -5.5259  -2.7799  5.2238
H  -3.3750  0.7485  6.2188
H  -3.4619  -0.3840  3.4525
H  -4.8125  0.6654  4.0637
H  -5.1920  -1.0282  3.4296
C  -0.7438  5.4485  8.0061
C  -2.1687  5.0426  8.4584
N  -3.2739  5.9665  8.1982
C  -3.6973  7.0042  8.9872
C  -4.7839  7.5714  8.4203
N  -5.0086  6.8735  7.2468
C  -4.1041  5.8206  7.1603
C  -5.9855  7.2312  6.2203
H  -0.1798  4.5713  8.3266
H  -0.5102  6.3200  8.6310
H  -0.6031  5.7421  6.9273
H  -2.1922  4.7308  9.4800
H  -2.4294  4.1302  7.9101
H  -3.1244  7.1735  9.9900
H  -5.3212  8.4054  8.7524
H  -4.1530  5.0938  6.3428
H  -5.7043  6.8885  5.2528
H  -6.0339  8.3434  6.2246
H  -6.8310  6.7740  6.6278
C  8.1106  -1.7999  -7.0734
C  7.7246  -0.7009  -6.0410
N  6.2613  -0.5648  -5.7563
C  5.4034  0.3857  -6.2211
C  4.1963  0.1370  -5.6789
N  4.3706  -1.0148  -4.8763
C  5.6093  -1.3888  -4.9789
C  3.3043  -1.8657  -4.2405
H  7.4646  -2.7060  -6.8851
H  9.1853  -2.0155  -6.9009
H  7.9453  -1.4833  -8.1039
H  8.0096  0.2665  -6.3359
H  8.2204  -0.8141  -5.1049
H  5.6563  1.2430  -6.9357
H  3.2181  0.5616  -5.9362
H  6.0781  -2.1916  -4.4809
H  2.5037  -1.1793  -3.9815
H  3.7887  -2.3302  -3.4367
H  2.9635  -2.6110  -4.9845
Br  -5.1670  -2.0127  -3.1386
O  3.5375  -4.4844  0.4883
C  2.4467  -3.5836  0.1963
O  2.3649  -3.2193  -1.0079
O  1.6537  -3.3295  1.1391
H  4.0384  -4.7370  -0.3173
O  0.6487  1.3289  -5.2706
C  0.9010  2.3044  -6.2673
O  -0.0018  3.1117  -6.5518
O  2.0662  2.2130  -6.7447
H  -0.2194  1.5548  -4.9324
Cl  -7.1491  -3.7166  3.8888
Cl  -3.4528  2.7050  5.3460

gap between HOMO and LUMO = 0.2872 hartree
net charge = +5

***

A structure of composition C62H114B2HgN6O22 at a distorted geometry. Source: the Open Molecules 2025 dataset; level of theory: the ωB97M-V functional and the def2-TZVPD basis.

Cartesian coordinates (Å):
Hg  -1.7568  -4.0671  0.0970
O  2.6654  3.4072  -2.9792
C  1.8548  2.6151  -2.3691
O  2.0316  1.3552  -2.0671
B  0.8285  0.8945  -1.2781
O  -0.1969  1.9183  -1.5888
C  0.3312  2.9493  -2.2680
O  -0.2124  3.9942  -2.7241
O  1.1101  0.8890  0.1715
C  0.6509  -0.2451  0.6312
O  0.6376  -0.7351  1.7442
C  0.0384  -1.0794  -0.4847
O  0.2441  -0.4166  -1.5923
O  -0.6348  -2.1821  -0.4202
O  -7.7716  -0.4789  -2.4430
C  -6.9479  -0.2959  -1.5087
O  -6.6268  -1.1906  -0.4311
B  -5.6623  -0.4536  0.4645
O  -5.7533  0.9236  0.0256
C  -6.3784  1.0623  -1.1964
O  -6.7026  2.1821  -1.6597
O  -4.3114  -0.8667  0.1760
C  -3.9350  -1.6197  1.2070
O  -2.9849  -2.4515  1.1998
C  -4.9633  -1.5081  2.3005
O  -5.8559  -0.6264  1.8962
O  -4.8150  -2.0530  3.3938
C  -1.4323  -1.1421  6.1367
C  -0.6060  0.0222  5.5098
C  -0.6255  1.2081  6.5028
C  0.4651  1.0370  7.6101
C  1.8092  0.6923  7.0542
C  1.8460  -0.5637  6.1597
N  0.7413  -0.3567  5.2126
O  0.8270  -1.3018  4.2546
C  3.2146  -0.6208  5.4253
C  1.6482  -1.8590  7.0089
C  -1.3846  0.6196  4.2905
H  -0.8962  -2.0769  6.3007
H  -2.2820  -1.4992  5.5548
H  -1.8746  -0.9590  7.1160
H  -0.3269  2.1047  5.9596
H  -1.5381  1.3943  7.0691
H  0.1603  0.1294  8.1312
H  0.6376  1.7899  8.3792
H  2.4380  0.6329  7.9425
H  2.2966  1.4976  6.5046
H  3.6247  -1.6157  5.2517
H  3.3343  -0.1049  4.4726
H  3.9076  -0.1247  6.1048
H  0.7054  -1.8387  7.5554
H  1.8379  -2.6842  6.3225
H  2.5368  -1.9533  7.6331
H  -1.2607  -0.0906  3.4730
H  -0.9214  1.5153  3.8767
H  -2.3918  0.7919  4.6700
H  1.0871  -0.8820  3.4313
C  -2.7988  3.3883  0.1635
C  -3.4162  4.3395  1.0968
C  -2.5184  5.6216  1.2902
C  -3.1525  6.9010  1.9968
C  -4.5156  7.1949  1.2832
C  -5.3885  5.9766  1.2744
N  -4.7430  4.7808  0.6454
O  -5.6242  3.7566  0.7076
C  -5.8389  5.6952  2.7531
C  -6.5695  6.4740  0.3936
C  -3.3036  3.6035  2.4458
H  -3.3796  2.4821  0.3353
H  -1.8799  2.9386  0.5396
H  -2.7897  3.7457  -0.8662
H  -1.5170  5.4183  1.6695
H  -2.3254  6.0289  0.2978
H  -2.5391  7.7993  1.9271
H  -3.2162  6.7360  3.0723
H  -4.2671  7.5829  0.2954
H  -5.0332  7.9104  1.9222
H  -6.4981  6.5116  3.0479
H  -6.3716  4.7655  2.9529
H  -5.0371  5.6602  3.4907
H  -6.9195  7.3774  0.8930
H  -6.3458  6.8441  -0.6069
H  -7.4226  5.7955  0.3878
H  -4.1786  2.9722  2.6008
H  -3.2397  4.2873  3.2922
H  -2.4300  2.9517  2.4355
H  -5.9055  3.6720  1.6216
C  4.4270  5.2082  -7.5779
C  3.4136  6.0327  -6.7249
C  3.0585  7.2504  -7.4992
C  1.8557  7.9913  -6.8906
C  0.6182  7.1656  -6.7079
C  0.8946  5.8975  -5.8689
N  2.1328  5.2305  -6.4732
O  2.2587  3.9188  -6.0180
C  0.9511  6.2438  -4.4120
C  -0.4717  5.0559  -6.0843
C  4.1659  6.3609  -5.3626
H  5.3113  5.8350  -7.6934
H  3.9694  4.9045  -8.5194
H  4.8596  4.3529  -7.0589
H  3.9541  7.7681  -7.8426
H  2.7836  6.9682  -8.5156
H  1.5755  8.9187  -7.3902
H  2.0724  8.4060  -5.9061
H  0.2542  7.0280  -7.7261
H  -0.1062  7.7894  -6.1842
H  1.3345  7.2168  -4.1050
H  -0.0571  6.1033  -4.0222
H  1.5233  5.5289  -3.8207
H  -1.2982  5.7628  -6.0122
H  -0.5059  4.5468  -7.0475
H  -0.6855  4.2571  -5.3742
H  4.1987  7.3956  -5.0213
H  5.2519  6.4534  -5.3720
H  3.9508  5.6776  -4.5411
H  2.4270  4.0932  -5.0891
C  -2.3702  -4.6725  3.7168
C  -1.0275  -5.2060  3.4989
C  -1.1287  -6.7772  3.5151
C  0.1767  -7.5933  3.1616
C  0.7316  -7.0312  1.9000
C  0.9673  -5.4723  1.8589
N  -0.3839  -4.9142  2.1501
O  -0.4437  -3.6107  1.9166
C  2.1200  -4.8860  2.7668
C  1.4208  -5.1737  0.4234
C  -0.1471  -5.0145  4.7365
H  -3.0684  -4.9685  4.4998
H  -3.1379  -4.6840  2.9431
H  -2.3020  -3.6185  3.9864
H  -1.4257  -7.2417  4.4554
H  -1.9008  -7.1627  2.8493
H  -0.0461  -8.6592  3.1137
H  0.9929  -7.5106  3.8792
H  0.0771  -7.5164  1.1759
H  1.7062  -7.4058  1.5870
H  2.1721  -5.4252  3.7126
H  3.0806  -5.0831  2.2910
H  1.8468  -3.8528  2.9811
H  1.4475  -4.1116  0.1795
H  2.4090  -5.4792  0.0796
H  0.8363  -5.7542  -0.2903
H  0.5344  -5.8127  5.0304
H  -0.8868  -4.8512  5.5203
H  0.3432  -4.0520  4.5906
H  -0.0807  -3.1912  2.7001
C  -3.8526  -3.4647  -2.2101
C  -3.1275  -3.9980  -3.4382
C  -3.1439  -2.8514  -4.3685
C  -2.1229  -3.0238  -5.5376
C  -0.7065  -3.1075  -4.8593
C  -0.5887  -4.2007  -3.7548
N  -1.7814  -4.2954  -2.9103
O  -1.6318  -5.2633  -1.8770
C  -0.3215  -5.5721  -4.5535
C  0.6694  -3.8701  -3.0565
C  -3.9351  -5.1919  -4.0038
H  -3.8439  -4.0366  -1.2822
H  -4.8919  -3.2203  -2.4294
H  -3.7078  -2.4130  -1.9627
H  -4.0912  -2.6480  -4.8679
H  -2.6998  -1.9946  -3.8619
H  -2.3190  -2.0860  -6.0574
H  -2.2596  -4.0040  -5.9944
H  -0.3034  -2.1354  -4.5753
H  -0.1613  -3.3305  -5.7764
H  -0.0374  -6.1808  -3.6951
H  -1.2560  -5.9182  -4.9952
H  0.4782  -5.4909  -5.2897
H  0.6878  -2.8729  -2.6169
H  1.0348  -4.5476  -2.2847
H  1.4222  -3.7787  -3.8395
H  -3.5883  -6.1589  -3.6397
H  -4.1278  -5.0766  -5.0704
H  -4.9407  -5.1441  -3.5859
H  -1.7088  -6.1123  -2.3184
C  4.4742  -1.1997  1.8318
C  5.2598  -0.6172  0.6831
C  6.7883  -0.6919  1.1733
C  7.5846  -2.0515  0.8767
C  7.1044  -2.6108  -0.4465
C  5.5316  -2.6948  -0.7207
N  4.9544  -1.3929  -0.5352
O  3.6222  -1.2334  -0.9265
C  5.4422  -2.9728  -2.2377
C  4.8592  -3.8371  0.2069
C  4.8793  0.7698  0.4551
H  4.5139  -0.6338  2.7626
H  4.7225  -2.2265  2.1003
H  3.4090  -1.3212  1.6350
H  7.3711  0.1916  0.9129
H  6.8573  -0.5905  2.2564
H  7.3889  -2.6742  1.7497
H  8.6394  -1.7971  0.7735
H  7.6402  -3.5446  -0.6167
H  7.3697  -1.8236  -1.1522
H  6.2579  -3.6281  -2.5434
H  4.5033  -3.4790  -2.4616
H  5.3917  -2.0978  -2.8857
H  5.5249  -3.9530  1.0623
H  3.8781  -3.5488  0.5842
H  4.7390  -4.8629  -0.1413
H  3.8284  0.8369  0.1735
H  5.5188  1.0074  -0.3950
H  5.2501  1.4857  1.1887
H  3.6261  -0.3440  -1.2879

gap between HOMO and LUMO = 0.1481 hartree

***

> Look up the gap between HOMO and LUMO of the first one.

0.2872 hartree